{"formula": "C66H144N6O22P4", "method": "wB97M-V/def2-TZVPD", "de_lowest_ev": 0.000, "total_energy_ev": -161915.837, "total_charge": 0, "multiplicity": 7, "orbital_gap_ev": [7.776, 8.796], "s_squared": 12.03, "lumo_ev": [0.20, -0.21], "homo_ha": [-0.2782, -0.3311], "elements": ["P", "P", "P", "P", "O", "O", "O", "O", "O", "O", "O", "O", "O", "O", "O", "O", "O", "O", "O", "O", "O", "O", "O", "O", "O", "O", "N", "N", "N", "N", "N", "N", "C", "C", "C", "C", "C", "C", "C", "C", "C", "C", "C", "C", "C", "C", "C", "C", "C", "C", "C", "C", "C", "C", "C", "C", "C", "C", "C", "C", "C", "C", "C", "C", "C", "C", "C", "C", "C", "C", "C", "C", "C", "C", "C", "C", "C", "C", "C", "C", "C", "C", "C", "C", "C", "C", "C", "C", "C", "C", "C", "C", "C", "C", "C", "C", "C", "C", "H", "H", "H", "H", "H", "H", "H", "H", "H", "H", "H", "H", "H", "H", "H", "H", "H", "H", "H", "H", "H", "H", "H", "H", "H", "H", "H", "H", "H", "H", "H", "H", "H", "H", "H", "H", "H", "H", "H", "H", "H", "H", "H", "H", "H", "H", "H", "H", "H", "H", "H", "H", "H", "H", "H", "H", "H", "H", "H", "H", "H", "H", "H", "H", "H", "H", "H", "H", "H", "H", "H", "H", "H", "H", "H", "H", "H", "H", "H", "H", "H", "H", "H", "H", "H", "H", "H", "H", "H", "H", "H", "H", "H", "H", "H", "H", "H", "H", "H", "H", "H", "H", "H", "H", "H", "H", "H", "H", "H", "H", "H", "H", "H", "H", "H", "H", "H", "H", "H", "H", "H", "H", "H", "H", "H", "H", "H", "H", "H", "H", "H", "H", "H", "H", "H", "H", "H", "H", "H", "H", "H", "H", "H", "H"], "coordinates": [[0.97392, -6.88314, 2.63786], [7.83152, -1.80194, -1.87949], [0.10065, -3.12206, -3.95140], [5.85911, -0.40241, 4.23310], [-0.49349, -7.07932, 2.50577], [5.07750, -0.57893, 5.51512], [8.76697, -0.93190, -2.63390], [-5.15465, -2.35353, 1.38830], [-4.63816, 3.37669, -5.86939], [0.73255, -3.70862, -2.58041], [5.68774, 1.03418, 3.51473], [1.93170, -8.09226, 2.24157], [1.32648, -6.52069, 4.15982], [1.80700, 4.05133, -4.14532], [-0.98582, -2.28245, -3.19182], [-0.64096, -4.31312, -4.68461], [6.63114, -0.96300, -1.12278], [5.48713, -1.37378, 3.04323], [0.93823, -2.44433, -4.93466], [6.86495, -2.83066, -2.63129], [-6.08274, 3.82323, 3.75560], [2.90452, 1.90707, -1.09662], [8.59972, -2.69924, -0.82974], [7.39729, -0.59960, 4.43071], [1.67036, -5.81448, 1.73649], [-0.00789, -2.77209, 4.49565], [-4.92222, -3.63835, 0.91091], [2.95333, 3.42382, -4.25549], [1.86501, 0.99378, -0.80849], [-3.89835, 4.47059, -5.66252], [0.10969, -2.11395, 5.69936], [-5.74746, 4.36858, 2.65351], [-4.13458, -6.28783, 0.41438], [2.74011, -6.39637, 4.45403], [0.99031, -0.64631, 7.88169], [-4.54934, 5.66802, -6.13338], [-4.85509, 5.27524, -7.62255], [-4.34557, 4.47651, 0.60097], [8.08090, 0.05186, 5.52970], [-5.51592, -6.00904, 1.00836], [-3.75481, 3.07401, 2.72234], [5.61611, -2.76522, 3.35614], [5.37473, 3.33711, -3.68880], [-4.67432, -4.64397, 3.13140], [4.41803, 5.12061, -5.25168], [-0.48459, 0.68066, -0.31016], [1.07763, -1.30408, -0.57080], [-2.83200, 6.81561, -4.66519], [-6.67788, 5.43815, 2.18471], [-5.49888, -4.66426, 1.79549], [0.97293, 2.23161, 1.20428], [-7.98964, 4.73510, 1.84763], [2.75193, 2.29798, -6.43792], [0.63893, -4.31279, 6.46768], [7.00507, 0.26871, -0.47056], [1.03092, 0.04059, 4.79403], [-3.69562, -3.80331, 0.07601], [-6.06467, 6.24215, 1.06351], [-2.24954, 2.95384, -4.78561], [-5.65020, 2.30533, 1.35639], [0.69068, 1.70628, -0.18488], [-1.99401, 5.51706, -4.49630], [4.38436, 1.64882, 3.62432], [-2.95667, 4.30818, -4.51808], [2.83315, 2.04658, -4.89160], [4.09135, 1.27708, -4.42326], [-0.23233, -0.12016, 7.03155], [-3.73754, -5.18958, -0.56851], [-0.09150, -0.64271, 5.54277], [-1.84470, -1.47914, -3.96647], [-6.93123, 6.26005, 3.50955], [0.93296, -2.22869, 7.97656], [0.47415, 2.91494, -1.11895], [-1.66104, -5.07608, -4.00449], [-5.55096, 5.25771, 0.01777], [3.65761, 5.16283, -2.87909], [2.33807, -0.36772, -0.49151], [-6.94992, -4.08543, 2.12377], [-3.84836, -2.56896, -0.91092], [-2.42259, -3.58442, 0.97569], [-0.07848, -0.70447, 0.24348], [1.92925, -4.45249, -2.82381], [1.51228, 1.45406, -4.42277], [-3.77889, 4.14643, -3.25211], [-1.40027, -0.58311, 4.70779], [1.48113, -9.39443, 2.62300], [2.50676, -2.73653, 5.96385], [1.07634, -2.82230, 6.56202], [3.29294, -0.62957, -1.67966], [-4.84462, 3.56365, 1.78671], [-5.87060, 5.95680, -5.45058], [4.14340, 4.23917, -3.98831], [6.09547, -2.27702, -3.70422], [7.80391, -3.43518, 0.10053], [-3.48993, 6.87005, -6.10049], [1.00009, -4.60616, 1.47982], [5.36439, 2.12000, -4.67738], [3.15284, -0.39848, 0.78903], [-3.14571, 3.72868, -2.44532], [5.34347, 2.51376, -5.69774], [0.75684, -4.63746, 5.44684], [5.02825, -3.03618, 4.23977], [6.63152, -2.60847, -4.59737], [0.77084, 2.12978, -4.87228], [-6.28556, 2.04966, 2.20795], [4.03254, 0.16603, -1.71762], [-2.87167, -1.80730, -3.89160], [2.44450, -0.29593, 1.62308], [-3.52009, 6.85267, -3.81317], [3.94705, 1.08153, -3.35390], [-1.52030, -1.45475, -5.00916], [-4.56024, 3.40184, -3.40838], [3.17620, -3.49696, 6.38444], [3.74042, -1.31501, 0.83104], [-3.65252, -5.01078, 3.00586], [-2.56397, -4.47342, -3.87433], [-7.67539, -4.81174, 2.55869], [1.90076, -5.10364, -3.69999], [-5.20346, -5.16894, 3.92060], [-2.23490, 7.72879, -4.48606], [0.86186, -1.33384, -1.63390], [2.75284, -0.45523, -2.62111], [2.37346, -2.80980, 4.86569], [-4.36827, 5.03245, -3.00619], [1.28001, -2.29618, -0.18348], [2.76873, 5.68682, -3.20856], [1.81517, -2.43518, 8.61364], [-0.96081, -1.36093, 0.24622], [3.34288, 4.48121, -2.07305], [-4.95509, 1.51418, 1.06843], [6.01956, -1.19237, -3.55907], [1.27554, -4.86108, 7.17392], [-1.45259, 2.81921, -4.04405], [-3.96295, 4.85057, -8.08426], [-4.41278, -5.20634, -1.44131], [3.03272, -5.41168, 4.83775], [-1.28535, -5.44020, -3.04281], [-5.15870, 6.14828, -8.21181], [-8.73122, 5.47744, 1.52397], [4.19251, 0.28764, -4.87592], [-3.93151, -1.67447, -0.30692], [4.45511, 5.82812, -2.51670], [-1.51098, 5.56895, -3.52351], [1.25378, -9.96897, 1.73010], [1.70180, -3.86295, 1.88335], [0.27631, -0.63861, 1.28000], [7.98218, -4.49230, -0.06761], [3.76966, 0.49132, 0.94461], [0.65783, 1.03975, 4.55965], [-2.16331, -1.25627, 5.11998], [3.30528, -6.57570, 3.53999], [1.90019, 2.95277, -6.65111], [4.48491, 2.58865, 4.17385], [6.90034, 0.15890, 0.61945], [-2.98872, 2.55273, 2.16432], [-6.24016, -5.90212, 0.21464], [3.44035, 5.50432, -5.58309], [1.92260, 2.77709, 1.13807], [-6.30390, 2.51718, 0.52107], [1.93711, 0.04431, 5.40629], [-6.30939, 4.99401, -5.19892], [3.65064, 1.08414, 4.18901], [-2.34874, -4.43378, 1.66792], [-0.47051, 3.40857, -0.84032], [-3.96107, 3.86249, -0.22210], [3.67866, 2.64867, -6.89574], [-4.53012, -3.60819, 3.40694], [0.87218, -0.29046, 8.91508], [-1.79060, 0.43688, 4.63478], [5.15149, -2.79651, -3.68109], [-1.66535, -0.47702, -3.58495], [6.28601, 1.56113, -4.59747], [-2.95969, 2.14882, -4.89027], [-3.01149, -2.46323, -1.60200], [0.22595, 2.99572, 1.43763], [1.08072, 1.44305, 1.93907], [-7.29257, 5.67192, 4.33092], [0.08204, -4.55292, 2.07453], [1.31253, 0.41714, -4.67304], [2.94031, -7.23925, 5.11140], [-5.60924, 4.51412, -7.62771], [-1.15037, -1.03806, 3.76527], [-2.70782, -5.31070, -0.91219], [-0.64807, 0.54294, -1.40459], [-5.29120, 6.91861, 1.43276], [0.49842, -9.42721, 3.12176], [2.18191, -5.04642, -1.94440], [6.19125, 0.88471, -0.87690], [5.09907, -3.26835, 2.53536], [-1.37187, 1.01147, 0.26749], [-4.78509, -2.65996, -1.45729], [-1.78565, -5.92669, -4.67844], [1.90015, -0.26313, 7.42561], [-6.77652, -3.19003, 2.68901], [-2.62576, -2.77166, 1.66128], [-4.20519, 2.40199, 3.46313], [-4.02661, -7.27448, -0.03169], [-5.65521, 6.40907, -4.47419], [-6.33386, 4.58415, -0.33846], [1.55373, 1.60829, -3.35025], [3.73162, -1.62881, -1.56935], [2.26141, -9.80134, 3.27206], [-5.98714, 6.67616, 3.85846], [-6.82033, 6.94116, 0.64133], [-1.77349, 3.02047, -5.77146], [-8.28409, 4.11974, 2.69171], [-5.21137, 5.85095, -0.83631], [-1.30013, 5.35817, -5.31845], [9.08388, -0.35956, 5.58597], [1.32456, -0.50107, 3.87623], [0.46049, 2.59141, -2.14872], [-5.85039, -6.82086, 1.65863], [1.28950, 3.63256, -1.04709], [5.09700, 5.98561, -5.13502], [6.67031, -2.95754, 3.49216], [2.67498, -3.69168, -3.07153], [-7.87925, 4.05741, 0.98482], [-1.20863, -0.37779, 7.49523], [-3.59195, 5.15848, 0.98788], [6.31060, 3.89558, -3.87509], [4.04106, 1.83850, 2.59444], [2.91243, -1.74182, 6.05515], [-1.48790, -3.50542, 0.42659], [8.11749, -3.13149, 1.09964], [-3.36203, 3.90361, 3.28427], [5.39070, 3.04658, -2.62142], [-0.43240, -4.42968, 6.64339], [8.02577, 1.10575, 5.28052], [4.88609, 4.47607, -6.01132], [6.73560, -3.25574, 0.06834], [-3.89017, 7.88526, -6.16692], [-6.52264, 6.63618, -6.00456], [-0.06243, 0.95848, 7.02542], [7.46175, -0.11145, 6.40446], [0.73108, -4.55848, 0.41436], [-7.57857, 7.09654, 3.22270], [-7.39148, -3.69053, 1.19770], [2.59915, 1.32076, -6.90644], [0.02256, -2.59990, 8.45865], [8.00857, 0.60047, -0.82260], [-3.41963, -6.19479, 1.23510], [-2.73790, 6.73589, -6.87829]], "atomic_forces_ev_per_a": [[-1.6, -0.7, 0.6], [-0.7, 1.5, -0.3], [0.0, -0.5, 0.7], [-1.8, 1.0, 1.8], [1.6, 0.2, -0.1], [1.1, 0.3, -2.2], [-1.0, -1.0, 0.5], [1.0, -3.8, -1.6], [1.5, 2.0, 0.4], [-0.4, -0.4, -1.3], [-0.1, -1.1, 0.9], [-0.7, 0.2, 0.1], [0.4, 0.3, -0.6], [1.4, -0.9, -0.5], [-0.1, -0.6, 0.4], [-0.2, 0.0, 0.4], [1.9, -1.5, -0.2], [0.1, 0.3, 0.4], [0.4, 0.2, 0.4], [1.1, 0.2, 0.9], [0.2, -0.1, -0.1], [-3.3, -3.1, 1.0], [-0.8, 0.3, -0.2], [0.6, -0.4, -0.6], [0.5, -0.9, -0.3], [0.1, 1.8, 3.0], [-0.4, 3.9, 1.7], [-2.7, -0.3, 0.0], [3.2, 4.1, 0.3], [-1.5, -3.1, 0.7], [0.4, -1.9, -4.4], [0.1, 0.2, 0.0], [0.3, 0.7, 0.5], [-0.1, -0.7, -0.5], [-2.5, -1.2, 0.1], [0.7, 1.6, -3.0], [0.5, 1.0, 0.2], [-1.6, -1.0, 0.3], [-1.2, 0.2, -0.5], [0.4, 0.6, 0.5], [-0.3, -0.2, 0.1], [-1.1, -0.1, -0.2], [-0.1, 0.0, -0.5], [0.0, -0.2, -1.0], [0.0, -0.5, -0.3], [0.8, -0.2, 0.5], [0.5, 1.3, 0.6], [1.0, 0.0, -0.7], [-0.3, -0.2, 2.6], [-0.9, 0.3, 0.6], [0.7, 0.3, -0.3], [0.0, 0.0, -1.4], [0.3, -1.0, 0.5], [0.3, 0.8, 0.5], [-0.7, 0.2, -0.8], [0.4, -0.4, 0.0], [-0.4, 2.0, 0.1], [-1.0, 0.1, -0.3], [0.8, 1.3, -0.5], [0.3, 0.8, -0.2], [-0.3, -0.5, -1.6], [-1.4, 0.2, 0.0], [0.0, 0.8, -0.4], [-0.1, -0.6, -0.4], [1.3, 0.7, -1.0], [0.1, 0.3, -0.2], [1.4, -0.1, -0.4], [0.1, 0.4, -0.4], [-1.6, -0.9, 1.4], [0.5, 1.2, -0.6], [0.6, 0.8, -1.7], [1.6, 1.5, -0.5], [-0.5, 0.0, 0.6], [0.7, -0.3, -0.4], [1.1, 0.9, 0.1], [0.8, -0.6, 1.1], [0.4, 0.0, -1.5], [0.4, -1.0, -1.0], [0.4, -1.1, 0.3], [-1.3, -1.2, 0.3], [0.2, 0.2, -0.4], [0.9, 0.5, -0.2], [0.2, 1.1, 0.0], [-0.4, -0.5, 0.4], [0.2, 0.1, 0.8], [-0.5, -0.5, 0.3], [-1.0, 0.6, -0.6], [-0.2, -0.9, 0.3], [-0.5, -0.2, 0.1], [-0.4, 0.0, -0.4], [0.7, 0.1, 1.5], [0.7, 1.0, -0.7], [0.6, -0.5, -0.2], [0.2, -0.4, 0.8], [-0.6, -1.0, 2.5], [-0.4, 0.8, 0.7], [-0.8, 0.7, 1.0], [-1.1, 0.5, 0.8], [-0.3, 0.8, -0.1], [0.1, -0.1, 0.1], [0.4, -0.3, 0.0], [0.3, 0.3, 0.2], [-0.3, 0.7, -0.2], [-0.2, -0.6, 0.5], [0.3, -0.4, -0.1], [0.4, -0.5, 0.5], [-0.2, 0.0, 0.2], [0.2, -0.6, 0.2], [-0.5, -0.1, -0.5], [0.3, 0.3, -0.3], [-0.2, -0.1, -0.1], [0.2, -0.3, -0.3], [-0.2, 0.3, -0.2], [0.0, 0.1, 0.3], [-0.3, -0.5, 0.1], [0.1, -0.2, -0.1], [0.9, 0.4, 0.0], [-0.5, -0.1, 0.1], [0.1, -0.2, 0.1], [0.1, -0.5, -0.3], [-0.4, -0.3, 0.0], [-0.1, -0.8, 0.2], [0.2, -0.6, 0.5], [0.6, 0.2, 0.5], [0.4, -0.2, -0.2], [0.3, 0.3, 0.0], [-0.5, -0.7, -0.3], [0.3, 0.1, -0.1], [0.1, 0.5, 0.1], [-0.2, -0.1, 0.2], [-0.3, -0.3, -0.5], [-0.4, -0.2, -0.2], [-0.3, -0.3, 0.0], [0.0, 0.1, 0.0], [0.2, 0.2, 0.2], [-0.5, -0.3, 0.2], [-0.1, 0.1, -0.1], [-0.1, -0.1, 0.2], [-0.1, -0.2, 0.5], [-0.3, 0.1, -0.3], [0.1, 0.1, 0.0], [-0.2, -0.1, -0.2], [0.4, -0.3, -0.1], [0.7, -0.2, -0.2], [-0.5, 0.4, -0.8], [-0.3, 0.1, 0.1], [0.1, -0.1, 0.1], [0.3, -0.3, -0.7], [0.5, 0.1, -0.1], [0.1, 0.4, 0.2], [0.2, 0.1, 0.0], [0.3, -0.1, 0.0], [0.2, 0.0, -0.3], [0.3, 0.1, -0.4], [0.3, -0.1, -0.1], [-0.4, 0.0, -0.3], [0.4, -0.2, -0.2], [0.0, -0.1, 0.1], [-0.1, 0.0, -0.3], [-0.1, 0.5, -0.1], [-0.5, 0.0, -0.4], [0.1, -0.5, -0.1], [0.3, -0.1, -0.4], [0.2, -0.1, -0.2], [0.3, -0.1, 0.5], [-0.2, 0.4, 0.2], [-0.3, 0.3, 0.2], [0.3, 0.2, -0.4], [0.1, -0.2, -0.1], [-0.5, 0.2, 0.0], [-0.7, 0.3, 0.0], [0.2, -0.3, 0.2], [-0.1, -0.2, 0.6], [0.1, -0.3, 0.1], [-0.1, -0.4, 0.4], [-0.3, 0.0, 0.4], [-0.6, -0.3, 0.0], [0.0, 0.2, -0.2], [0.4, -0.2, -0.2], [0.4, 0.4, 0.4], [-0.5, -0.2, -0.1], [-0.1, 0.4, -0.6], [-0.1, -0.5, -0.3], [-0.5, 0.3, 0.7], [0.3, -0.3, 0.1], [0.5, 0.6, 0.3], [-0.1, 0.3, 0.0], [0.6, 0.8, 0.6], [0.7, -0.2, -0.1], [0.3, 0.2, -0.7], [0.0, -0.1, -0.2], [-0.5, 0.1, 0.3], [0.2, -0.3, 0.3], [-0.3, 0.0, 0.8], [0.2, 0.6, -0.3], [0.2, 0.0, -0.3], [-0.1, 0.0, 0.0], [-0.2, 0.2, -0.1], [0.1, 0.1, 0.1], [-0.5, -0.3, 0.2], [0.0, 0.2, -0.4], [-0.3, -0.4, -0.3], [0.2, 0.1, -0.1], [0.2, -0.6, 0.2], [0.2, 0.0, 0.1], [-0.3, 0.2, 0.1], [0.0, -0.2, -0.1], [0.4, 0.3, 0.1], [-0.1, 0.1, 0.0], [-0.5, 0.2, 0.2], [-0.3, 0.0, -0.2], [0.1, 0.1, 0.0], [-0.1, 0.0, 0.2], [-0.3, -0.5, 0.5], [0.1, -0.6, -0.2], [0.4, -0.4, 0.4], [0.0, 0.2, 0.3], [0.6, 0.1, -0.4], [0.2, 0.1, -0.2], [-0.5, 0.1, 0.2], [0.0, 0.0, 0.5], [0.5, 0.2, 0.5], [-0.1, 0.2, -0.2], [0.2, -0.2, 0.0], [0.5, 0.4, 0.1], [-0.2, -0.2, -0.5], [0.1, 0.0, 0.5], [0.6, 0.3, 0.3], [-0.4, 0.4, -0.1], [-0.2, 0.3, -0.5], [-0.6, -0.4, -0.5], [0.1, -0.3, -0.1], [-0.7, 0.2, -0.1], [0.3, -0.1, 0.4], [0.4, 0.3, 0.3], [-0.1, -0.1, 0.4], [0.1, -0.4, 0.0], [-0.3, 0.0, 0.0], [0.1, 0.3, 0.0], [-0.8, -0.1, 0.5], [0.1, -0.6, 0.0], [0.0, -0.1, 0.1]], "mulliken_charge": [0.92, 0.58, 0.17, 0.47, -0.63, -0.75, -0.77, -0.50, -0.58, 0.93, -0.40, -0.31, -0.21, -0.46, 0.69, -0.37, 0.55, 0.65, -0.84, -0.39, -0.64, -0.52, -0.37, -0.27, -0.23, -0.09, 0.58, 1.30, 1.66, 0.76, -0.05, 0.64, -0.42, -0.47, -0.61, 1.18, -1.84, -0.57, -0.75, -1.19, -1.88, -0.72, -0.74, -1.60, -1.55, -0.50, -0.03, -0.70, 1.09, 1.14, -1.27, -1.63, -1.74, -1.75, -0.18, -1.53, 1.67, -1.21, -1.81, -1.86, 1.61, -1.00, 0.18, 1.55, 1.15, -0.27, -1.14, -0.76, 1.85, -1.24, -1.76, -0.99, -1.27, -0.55, -0.36, -1.46, 1.97, -1.63, -1.76, -0.92, 1.42, -1.16, -0.77, -1.61, -2.11, -0.81, -1.38, 1.73, -0.99, 1.70, -1.61, 0.87, -0.24, -0.58, -0.95, 0.34, -1.27, -0.82, 0.09, 0.42, 0.09, 0.24, 0.41, 0.37, 0.39, -0.36, 0.35, -0.72, 0.21, -0.78, 0.48, 0.57, 0.64, 0.46, 0.25, 0.21, 0.33, 0.38, 0.48, 0.37, -0.45, 0.07, -0.08, 0.22, -0.07, 0.38, 0.36, -0.65, 0.13, 0.53, 0.08, 0.42, 0.09, 0.40, 0.35, -0.05, 0.17, 0.41, 0.41, 0.89, 0.37, 0.38, 0.37, 0.28, 0.03, -1.12, 0.37, -0.20, 0.81, 0.46, 0.47, 0.27, 0.39, -0.13, 0.17, 0.34, 0.22, 0.20, 0.32, 0.03, 0.36, -0.29, -0.31, 0.31, -0.04, 0.35, 0.45, 0.37, 0.61, 0.03, 0.22, 0.40, 0.60, -0.01, 0.55, -0.18, 0.39, 0.06, 0.41, 0.25, 0.45, 0.13, 0.11, -0.34, 0.33, 0.35, 0.20, -0.15, 0.17, 0.21, 0.58, 0.33, 0.34, 0.41, 0.69, 0.51, 0.42, 0.25, 0.44, -0.54, 0.67, 0.29, 0.43, 0.47, 0.49, 0.42, 0.08, 0.46, 0.23, 0.00, -0.24, 0.50, 0.33, 0.44, 0.35, 0.28, 0.32, 0.36, 0.46, 0.49, 0.01, 0.19, 0.04, 0.25, 0.50, 0.11, 0.43, 0.30, 0.35, 0.14, 0.42, 0.45, 0.39, 0.33, -0.25, 0.41, 0.39, 0.48, 0.36, 0.45, 0.07, 0.35]}